13
Properties=species:S:1:pos:R:3:mulliken_charge:R:1 method="wB97M-V/def2-TZVPD" homo_ha=-0.4806 charge=+1 multiplicity=1 gap_ev=6.30
H 2.41 -1.70 -0.84 0.407
N -0.33 0.29 -0.04 -0.332
H -1.36 2.14 0.06 0.358
F 2.43 0.69 -0.27 -0.045
H 0.35 2.05 -0.27 0.304
H 4.00 -0.19 1.01 0.386
H -2.26 -0.23 -0.87 0.250
H -0.97 -1.36 -0.90 0.207
H 0.05 1.64 1.28 0.302
C -0.39 1.62 0.29 -0.812
O 2.98 -1.46 -0.11 -0.236
C 3.13 -0.22 0.24 0.458
C -1.21 -0.37 -0.63 -0.247


42
Properties=species:S:1:pos:R:3:mulliken_charge:R:1 method="wB97M-V/def2-TZVPD" homo_ha=-0.2901 charge=0 multiplicity=1 gap_ev=8.61
C 3.05 -1.28 2.10 -0.748
C -2.77 -0.74 0.02 -0.776
H -2.31 1.32 -0.47 0.097
H 0.53 4.26 -0.82 0.179
H -1.72 0.50 -2.46 0.377
H 3.20 -1.63 3.11 0.398
C -0.86 -0.16 -2.42 -1.269
C 2.67 -0.35 -0.49 -0.682
S 3.02 2.72 -1.33 -0.414
C 2.07 0.30 0.58 0.528
H 1.83 0.38 2.71 0.433
H -4.68 0.82 0.95 0.361
C 3.45 -1.47 -0.25 -0.548
H -0.30 -3.35 -1.18 0.378
H -2.75 0.56 2.45 0.577
C -1.20 -1.45 -1.67 0.657
H -0.05 0.35 -1.92 0.139
H -0.52 -0.18 1.49 0.348
C -0.04 -2.44 -1.71 -1.275
H -0.56 -0.40 -3.43 0.486
H -3.47 -0.97 -0.79 0.369
H 0.21 -2.68 -2.74 0.431
H 2.53 0.02 -1.49 0.333
O -4.17 1.21 0.22 -0.611
H -2.41 2.20 1.85 0.320
N -0.36 2.91 0.45 -0.647
N 1.28 1.45 0.35 0.253
H -2.08 -1.92 -2.14 0.298
H 0.83 -2.00 -1.22 0.070
H 3.92 -1.97 -1.09 0.399
C 3.64 -1.94 1.04 -0.496
H 4.25 -2.81 1.21 0.406
C -2.83 0.77 0.31 0.372
C -0.73 0.86 1.76 -0.549
H -0.42 1.01 2.80 0.437
H -3.10 -1.29 0.92 0.405
C 1.65 2.51 -0.46 0.164
C 0.04 1.75 0.87 0.700
C -2.23 1.14 1.67 -1.402
O -1.49 -1.23 -0.29 -0.375
C 2.27 -0.16 1.88 -0.129
N 0.61 3.37 -0.36 0.004


88
Properties=species:S:1:pos:R:3:mulliken_charge:R:1 method="wB97M-V/def2-TZVPD" homo_ha="-0.3924 / -0.3923" charge=+1 multiplicity=1 gap_ev="6.37 / 6.37"
H -4.10 0.51 -3.90 0.377
C -0.92 -2.28 -3.32 -0.134
H -0.74 -3.70 -5.55 0.378
C 2.05 0.72 2.01 0.721
C 0.14 -3.89 -4.95 -1.682
C -4.24 -0.47 -3.45 -1.536
H -7.28 0.06 3.01 0.499
O -0.17 1.89 -0.14 -0.822
O -1.19 4.14 -0.08 -0.687
H -6.43 -2.27 3.22 0.348
O -2.34 2.05 0.55 -1.019
H 1.51 -3.33 -0.53 0.567
C -5.38 -2.03 3.03 -0.845
H 1.16 1.64 5.76 0.424
H -3.74 -1.22 -4.06 0.219
C 0.02 -3.27 -3.58 0.470
C 0.80 -3.05 -1.30 -0.420
H -3.23 2.23 -2.77 0.316
C -4.13 -1.90 -1.39 -1.388
H -0.48 -4.17 0.62 0.657
H -0.03 2.06 3.85 0.660
C 0.89 -3.62 -2.56 -1.136
H -3.82 1.77 1.24 0.278
C 0.05 1.10 -3.18 -1.422
H 2.37 -0.93 0.60 0.176
H -1.84 0.48 -3.99 0.890
C -5.82 1.41 2.05 -0.758
H -1.57 -1.95 -4.13 0.199
C 0.41 -1.52 2.56 0.382
H -4.82 -2.14 3.96 0.314
H 1.00 -3.48 -5.48 0.325
H 0.55 0.14 -3.32 0.271
C 0.63 -3.62 3.78 0.556
H 3.46 2.34 1.99 0.513
N -4.52 1.15 1.68 0.412
H -3.72 -2.04 -0.39 0.230
H -4.98 -2.71 2.29 0.320
N -0.32 -1.48 0.26 0.685
H 1.31 -5.36 4.84 0.415
C 0.04 -2.24 1.42 -0.819
H 0.46 1.60 -2.31 0.133
O -0.61 2.99 2.01 -0.568
H -4.28 0.25 -1.42 0.484
H -1.99 2.91 -3.82 0.546
H 1.05 -1.69 4.60 0.332
C -0.12 -3.62 1.48 -0.329
P 0.29 0.30 2.40 0.579
C -2.16 2.32 -2.92 -1.526
C -1.03 -1.69 -2.07 -0.562
N -5.30 -0.67 2.54 0.184
H 1.94 0.61 -0.16 0.147
C 1.05 0.75 5.14 -1.960
C -6.31 0.28 2.59 -0.351
C -1.47 0.96 -3.07 0.547
H 1.67 -4.35 -2.75 0.443
P -1.98 -0.18 -1.73 -0.200
H 2.61 0.18 2.78 0.667
H -6.28 2.38 1.90 0.495
H -2.20 1.05 3.93 0.176
H 0.07 -4.43 5.68 0.308
S -2.73 -0.96 1.84 -0.601
C 0.18 -4.29 2.65 -1.189
H 1.72 -3.83 5.62 0.397
H -1.75 2.87 -2.07 0.153
C 2.38 2.20 2.12 -1.520
C -3.78 -0.54 -1.99 0.661
H 0.75 -0.06 5.82 0.585
C -0.19 -2.11 -1.04 0.462
H 0.28 1.72 -4.05 0.516
H -5.22 -2.01 -1.34 0.490
S -1.07 2.92 0.65 0.883
C -4.21 -0.11 1.98 0.205
H -1.57 -0.42 4.69 0.239
H -3.76 -2.71 -2.02 0.304
C 2.49 0.15 0.66 -1.500
H -5.31 -0.69 -3.49 0.484
C 0.72 -2.23 3.72 -0.561
H 0.06 -5.37 2.69 0.428
Os -1.13 0.20 0.46 2.204
H 0.29 -4.97 -4.87 0.415
H 1.87 2.78 1.35 0.220
H -1.56 1.11 5.57 0.557
H 2.03 0.51 4.74 0.350
H 3.54 0.38 0.51 0.634
C -1.42 0.65 4.59 -1.692
H 2.11 2.62 3.09 0.286
C 0.96 -4.35 5.05 -1.652
C -0.03 1.00 4.07 0.762


13
Properties=species:S:1:pos:R:3:mulliken_charge:R:1 method="wB97M-V/def2-TZVPD" homo_ha=-0.3204 charge=0 multiplicity=1 gap_ev=8.79
H 2.01 0.86 -0.67 0.354
H -2.13 0.23 1.43 0.173
C 1.51 -0.03 -0.40 -0.976
H 1.63 -0.76 -1.23 0.333
H 2.10 -0.42 0.43 0.365
C -0.28 0.79 1.07 0.124
N 0.09 0.20 -0.06 0.048
C -0.88 -0.64 -0.79 -0.830
H -0.52 -0.08 -2.18 0.255
H 0.54 1.34 1.54 0.385
H -2.08 -0.04 -0.31 0.209
N -1.36 0.78 1.81 -0.666
H -0.65 -2.22 -0.63 0.226


18
Properties=species:S:1:pos:R:3:mulliken_charge:R:1 method="wB97M-V/def2-TZVPD" homo_ha=-0.3571 charge=0 multiplicity=1 gap_ev=10.42
C 0.72 0.03 -1.10 -0.453
C -0.95 -1.26 0.22 0.179
H -1.16 3.26 1.49 0.310
N -1.88 -0.74 1.17 -0.412
H -2.56 -1.36 1.46 0.243
C 2.15 -0.09 -1.48 -1.128
H -1.26 -0.24 1.91 0.266
O -1.64 2.57 1.97 -0.649
O -1.32 -1.93 -0.68 -0.569
H 3.05 0.12 -0.80 0.280
H 1.11 -1.74 0.05 0.252
H -0.08 -0.39 -1.80 0.291
H 0.33 1.01 -1.03 0.363
H -2.55 2.44 1.54 0.334
H 0.95 -0.25 1.10 0.420
H 2.24 -1.15 -1.83 0.301
H 2.34 0.49 -2.41 0.321
C 0.53 -0.78 0.23 -0.349


75
Properties=species:S:1:pos:R:3:lowdin_spin:R:1 method="wB97M-V/def2-TZVPD" homo_ha="-0.2468 / -0.2916" s2=3.80 charge=0 multiplicity=4 gap_ev="6.44 / 6.75"
C 1.90 3.31 2.67 0.000
C 0.47 -1.13 2.09 0.087
N -2.35 -1.05 -4.25 0.003
C -2.22 2.51 0.24 0.016
H 0.78 0.01 -1.73 0.012
H -5.12 -1.97 -2.98 0.000
C 3.84 2.92 -2.14 -0.002
H -0.98 -3.41 2.49 0.001
H 0.97 -1.65 -1.07 0.005
H 0.08 4.99 0.32 0.000
C 2.63 -4.11 1.32 -0.002
S -1.63 1.20 -2.98 0.034
H -4.02 -2.01 -5.10 0.000
H 2.89 -2.00 1.30 0.001
H -2.85 -3.09 -4.31 0.001
C 1.37 3.18 5.01 0.000
H -1.96 6.32 -0.08 0.001
H 1.71 -4.51 -1.88 0.000
H -4.16 5.23 -0.23 0.000
C -3.38 3.25 0.06 0.007
C 0.90 -2.53 1.92 0.015
H 3.65 -4.32 1.00 0.000
N -3.62 -0.56 -2.54 0.000
H -1.70 -0.85 -4.99 0.000
C 0.32 2.31 4.72 0.000
H -4.34 2.76 0.00 0.001
H -0.23 -5.73 2.18 0.000
C 0.07 1.95 3.41 0.005
C 3.04 2.04 -0.06 -0.001
C -4.03 -1.91 -2.90 0.002
H -3.72 -0.21 -1.60 0.000
H 0.28 -4.68 -2.96 0.000
H 4.66 3.11 -2.82 0.000
C 0.45 -4.91 1.99 -0.002
N 2.54 -7.59 1.18 0.007
H -0.75 1.26 3.20 0.003
H -0.26 -1.03 2.90 0.009
H 1.33 -0.50 2.33 0.011
O -2.96 0.31 0.97 0.149
H 0.49 3.31 -1.90 0.000
C 4.09 2.29 -0.93 0.001
H 2.52 3.71 1.88 0.000
C -3.33 -2.11 -4.26 0.001
H -0.30 1.92 5.52 0.000
S -2.26 -4.70 -1.79 0.034
C 1.75 -5.17 1.57 0.014
S -1.94 -2.16 -0.35 0.053
C 1.50 3.04 -1.61 -0.001
H 0.39 -5.66 -1.48 0.000
H 5.09 1.99 -0.66 0.000
C 2.19 -6.52 1.36 0.002
C 2.55 3.29 -2.48 0.000
C 0.86 2.44 2.38 0.007
C -2.56 -0.15 -3.27 0.005
C -1.27 -3.56 -1.16 0.015
C -3.27 4.63 -0.07 0.000
C -0.88 4.50 0.23 -0.001
O 0.05 -3.63 -1.19 0.005
C 0.96 -0.59 -0.83 0.000
C 0.04 -3.60 2.17 0.015
C -0.97 3.12 0.32 0.010
C -2.02 5.24 0.02 0.009
C 0.64 -4.70 -1.93 0.001
H -3.68 -2.62 -2.16 0.001
C 2.20 -2.82 1.49 0.015
H 1.90 -0.31 -0.38 0.010
H 2.35 3.76 -3.43 0.000
H 2.97 4.35 4.20 0.000
C 1.74 2.42 -0.39 0.000
P 0.38 1.96 0.70 0.024
Tc -0.63 -0.28 0.45 2.300
C -2.16 1.04 0.39 0.118
H 1.57 3.46 6.03 0.000
H 3.24 1.53 0.88 0.000
C 2.16 3.67 3.98 0.000


What ΔE to the lowest compared entry with this formula, charge and spin values result from the calculations? In sequence: 82.49; 44.00; 3.78; 156.25; 29.35; 16.29 kcal/mol.